Entry from OMol25: a structure of composition C9H23CrN5O6 at a distorted geometry (ωB97M-V/def2-TZVPD).

Last column: Löwdin charge in e.
Element x y z (Å)
O -0.4105 -0.3346 -3.2254  -0.130
H 0.0775 0.1638 -3.9052  0.119
Cr 0.5456 -0.2966 0.2795  0.772
N 0.4941 1.3845 1.3611  -0.215
N 1.7843 0.8693 -0.7472  -0.263
N -0.8549 -1.1450 1.4161  -0.116
N 0.1565 -1.9445 -0.7263  -0.124
O -0.2606 1.6266 2.4045  -0.185
O -1.3800 -0.6106 2.5446  -0.046
O 0.7249 -2.2848 -1.9447  -0.068
O 2.4023 0.4696 -1.8020  -0.148
C 1.9404 2.1568 -0.2981  -0.289
C 1.3081 2.3905 0.9403  -0.277
C -1.3051 -2.3560 1.0312  -0.254
C -0.7589 -2.7906 -0.2163  -0.244
C 1.4349 3.6174 1.7709  -0.029
H 1.7156 3.3777 2.8081  0.090
H 0.4867 4.1745 1.8009  0.091
H 2.1993 4.2872 1.3621  0.066
C 2.7248 3.1525 -1.0723  -0.036
H 2.3204 3.2681 -2.0853  0.084
H 3.7833 2.8797 -1.1643  0.086
H 2.6588 4.1281 -0.5788  0.064
C -2.2847 -3.1426 1.8353  -0.011
C -1.2170 -4.0067 -0.9428  -0.007
H -2.8353 -2.5127 2.5428  0.083
H -1.7796 -3.9327 2.4120  0.098
H -2.9997 -3.6388 1.1678  0.081
H -0.7030 -4.0859 -1.9064  0.083
H -2.2984 -3.9413 -1.1247  0.095
H -1.0480 -4.9263 -0.3727  0.095
H -0.9385 0.3705 2.5501  0.037
H 0.4139 -1.5171 -2.5566  0.076
C -1.1032 0.6028 -2.3628  -0.111
H -0.4434 1.3445 -1.8925  0.074
H -1.6427 0.0368 -1.5952  0.071
H -1.8377 1.1370 -2.9760  0.088
O -3.5611 2.4078 -0.6290  -0.070
H -3.9809 1.5535 -0.4110  0.044
H -3.0344 2.6044 0.1664  0.043
N 2.1624 -1.0371 1.3955  0.045
H 2.8580 -1.4572 0.7675  0.083
H 1.8575 -1.7562 2.0625  0.078
H 2.6285 -0.2861 1.9165  0.081

Cartesian forces, eV/Å:
O -0.03 0.64 -0.04
H -0.17 -0.23 0.54
Cr 0.12 0.55 1.02
N 1.18 1.94 -1.29
N 0.83 2.30 -0.46
N -1.90 -1.97 -0.33
N -1.70 -1.56 -0.30
O -0.61 -0.62 0.96
O 0.51 -0.30 -0.48
O -0.61 0.32 -0.33
O -0.18 0.17 0.03
C 0.40 -2.24 -1.13
C -1.66 -1.37 1.20
C 0.43 2.24 1.60
C 1.93 1.04 -1.50
C 0.07 0.54 -0.01
H -0.25 -0.05 -0.32
H 0.18 -0.21 0.12
H -0.16 -0.16 0.12
C 0.16 0.32 0.07
H 0.11 -0.17 0.10
H -0.19 -0.04 -0.05
H 0.10 -0.17 -0.20
C -0.27 -0.25 0.00
C -0.11 -0.23 -0.22
H 0.25 -0.06 -0.26
H -0.08 0.20 -0.14
H 0.10 0.06 0.17
H -0.12 0.06 0.32
H 0.19 -0.01 0.04
H 0.03 0.16 0.01
H 0.01 0.36 0.24
H 0.58 -0.76 0.86
C -0.33 0.21 -0.65
H 0.03 -0.37 -0.13
H 0.25 0.04 -0.25
H 0.00 -0.01 0.25
O 0.05 -0.62 0.63
H 0.24 0.62 -0.18
H -0.21 -0.04 -0.41
N 1.05 -0.55 0.58
H -0.28 0.18 0.29
H 0.28 0.39 -0.27
H -0.24 -0.35 -0.20

## Properties
* charge: 0
* multiplicity: 5
* LUMO level (spin up / spin down): -0.3 / -0.7 eV
* Kohn-Sham gap (spin up / spin down): 6.2 / 5.9 eV
* highest occupied orbital energy (spin up / spin down): -6.52 / -6.61 eV

Entry from OMol25: the ion C8H12BrF4NO4PS2 with charge +1 at a distorted geometry (ωB97M-V/def2-TZVPD).

Last column: Löwdin charge in e.
Element x y z (Å)
O -2.8553 -2.9291 -0.9100  -0.269
S -2.2798 -2.6048 0.3550  0.589
O -2.6287 -3.3485 1.5151  -0.235
O -0.6866 -2.6574 0.1596  -0.180
C -2.5620 -0.8797 0.7276  -0.201
C -1.4080 -0.1792 1.4609  -0.192
C -1.2553 1.2849 1.0415  -0.177
C -0.5094 1.5389 -0.3061  -0.454
S 1.1488 2.2749 0.0696  1.191
C 1.9143 0.7811 -0.2032  -0.388
C 3.3398 0.4035 0.1974  -0.414
F 4.1029 0.3997 -0.9195  0.160
F 3.2616 -0.8669 0.6752  0.140
C 3.9505 1.3228 1.3011  -0.305
F 4.7901 0.5774 2.0559  0.121
F 4.6371 2.3068 0.6857  0.113
N 1.1729 -0.0703 -0.8137  0.083
C -0.1730 0.3367 -1.1844  -0.518
P -0.3172 0.7260 -3.0469  0.600
O -1.8389 1.2961 -3.0218  -0.337
Br -0.5297 -1.3778 -3.7310  0.370
H -0.5155 -3.2841 -0.5547  0.099
H -3.5038 -0.8211 1.2526  0.123
H -2.6939 -0.4229 -0.2496  0.085
H -1.6453 -0.1845 2.5176  0.130
H -0.4565 -0.6771 1.3306  0.099
H -0.6760 1.7801 1.8138  0.098
H -2.2145 1.7917 1.0393  0.127
H -1.0524 2.3176 -0.8274  0.102
H 3.1805 1.7729 1.9248  0.151
H 1.4337 -1.0235 -1.0385  0.179
H -0.7723 -0.5547 -1.0362  0.056
H -2.3579 0.9707 -2.2802  0.053

Cartesian forces, eV/Å:
O 0.09 0.18 -0.21
S -1.04 -0.49 0.64
O 0.28 0.04 0.04
O 0.20 0.40 0.06
C 1.09 0.15 -0.80
C -0.51 0.39 0.17
C 0.35 -0.21 -0.05
C -0.21 0.17 0.78
S 0.24 -0.01 0.08
C 0.01 0.55 -0.17
C 0.39 -0.35 -0.02
F -0.37 0.00 0.52
F -0.03 0.38 -0.23
C 0.63 -0.27 -0.05
F -0.40 0.46 -0.43
F -0.17 -0.16 0.10
N -0.41 -0.73 -0.42
C -0.06 -0.06 -0.31
P 0.26 0.45 -0.41
O 0.48 -0.05 0.26
Br 0.04 -0.07 0.21
H 0.01 -0.26 -0.21
H -0.19 -0.15 0.19
H -0.26 0.03 -0.16
H 0.18 -0.11 0.26
H 0.09 -0.32 0.05
H 0.02 0.14 0.20
H -0.23 0.02 -0.18
H 0.06 0.05 -0.43
H -0.03 -0.08 0.23
H 0.44 -0.05 0.16
H -0.38 0.15 0.26
H -0.57 -0.17 -0.13

## Properties
* charge: +1
* LUMO level: -5.2 eV
* Kohn-Sham gap: 8.2 eV
* highest occupied orbital energy: -13.39 eV

Entry from OMol25: a structure of composition C27H28AsHoNO2 at a distorted geometry (ωB97M-V/def2-TZVPD).

Last column: Löwdin charge in e.
Element x y z (Å)
Ho 10.5786 10.2609 8.9895  1.708
C 8.3044 7.7082 7.4327  -0.009
C 8.3975 8.5370 8.6720  -0.309
C 9.2267 8.0860 9.6761  -0.117
C 9.3901 8.7902 10.8789  -0.112
C 8.7220 9.9852 11.0312  -0.124
C 7.9003 10.4616 10.0376  -0.054
C 7.7456 9.7777 8.8034  -0.013
H 7.5932 6.8741 7.5941  0.134
H 9.2433 7.2310 7.1861  0.095
H 8.0066 8.2509 6.5672  0.072
H 9.6794 7.0973 9.5745  0.145
H 9.9976 8.3250 11.6504  0.145
H 8.7685 10.5839 11.9480  0.149
H 7.3917 11.4138 10.2075  0.147
H 7.1181 10.1140 7.9997  0.140
N 9.1195 12.1273 4.7357  0.225
C 9.5095 10.6804 4.8521  0.007
C 9.9207 10.5811 6.2831  -0.608
O 10.4848 9.5556 6.7550  -0.097
O 9.6104 11.5457 7.0662  -0.101
H 8.3141 12.2280 4.1077  0.194
H 9.8482 12.6403 4.2955  0.166
H 8.9408 12.4977 5.7031  0.165
H 10.2487 10.3087 4.1171  0.179
H 8.6667 10.0334 4.7674  0.143
C 16.0857 8.8545 5.8093  -0.042
C 14.8102 8.4287 5.4274  -0.033
C 13.8749 8.3066 6.4941  -0.111
C 14.2304 8.4556 7.8426  -0.427
C 15.5726 8.6519 8.1380  -0.100
C 16.4550 8.9235 7.1449  -0.057
As 12.9354 8.3357 9.2016  1.348
C 13.4552 7.0959 10.5578  -0.411
C 14.3423 7.4794 11.5074  -0.111
C 14.7576 6.5014 12.4513  -0.050
C 14.3251 5.2286 12.3858  -0.040
C 13.4230 4.8254 11.3571  -0.030
C 13.0178 5.7723 10.4696  -0.122
C 12.9896 10.1256 10.0189  -0.475
C 13.0322 11.2428 9.2099  -0.190
C 12.4462 12.4381 9.6110  -0.087
C 11.9128 12.5433 10.8866  -0.032
C 12.0304 11.4468 11.7596  -0.028
C 12.5730 10.2413 11.3426  -0.098
H 16.7725 9.0872 5.0142  0.119
H 14.4527 8.3435 4.3869  0.123
H 12.8544 8.0700 6.1960  0.086
H 15.8327 8.7348 9.2054  0.118
H 17.4641 9.2519 7.3526  0.127
H 14.7811 8.4352 11.4590  0.089
H 15.5689 6.7619 13.1417  0.131
H 14.7056 4.4772 13.1002  0.138
H 13.1902 3.7774 11.3069  0.121
H 12.4207 5.4985 9.5941  0.107
H 13.6142 11.1951 8.2665  0.149
H 12.5401 13.3284 9.0400  0.128
H 11.4321 13.4120 11.2917  0.131
H 11.8213 11.6156 12.8101  0.141
H 12.7027 9.5133 12.1072  0.116

Cartesian forces, eV/Å:
Ho 0.00 0.08 -0.61
C -0.45 -1.15 0.47
C -0.21 0.45 -1.36
C 0.41 -0.95 1.35
C 0.25 -1.22 -0.25
C 0.10 0.81 1.39
C -0.77 0.84 -1.77
C 0.67 -0.56 1.40
H 0.13 0.48 -0.09
H 0.32 -0.04 0.12
H -0.50 0.51 -0.57
H 0.04 0.35 0.00
H -0.04 0.31 0.07
H 0.19 -0.43 -0.22
H 0.04 -0.30 -0.16
H -0.23 0.36 -0.03
N -1.23 -0.85 -0.99
C 0.67 0.46 0.33
C 0.76 -0.49 1.96
O -0.03 0.52 -0.21
O 0.47 -0.54 0.12
H -0.10 0.17 0.29
H 1.03 0.85 -0.36
H 0.09 -0.24 -0.59
H -0.20 0.66 0.44
H -0.97 -0.27 -0.32
C -0.77 -0.65 -1.09
C -0.71 0.74 1.67
C -0.15 -0.24 -1.03
C 0.32 -0.56 -1.73
C -0.71 0.61 1.99
C 1.17 0.40 -0.88
As -0.73 0.33 -0.15
C -0.41 -0.01 -0.55
C 0.50 -1.59 1.23
C 1.37 2.22 -0.15
C -0.92 -2.02 -0.22
C 1.37 0.22 1.48
C -0.94 -0.07 -1.41
C 0.59 -1.86 0.45
C 0.68 0.52 -1.45
C 0.28 0.24 0.54
C -0.57 -1.16 0.66
C 0.28 0.85 0.11
C -0.64 1.28 0.12
H 0.43 0.08 0.07
H 0.52 -0.05 0.70
H 0.00 0.05 0.32
H 0.31 -0.09 -0.64
H 0.05 -0.19 0.24
H 0.51 1.05 0.38
H -0.54 -0.02 -0.08
H -0.29 0.50 -0.50
H -0.39 -0.11 -0.30
H -0.04 -0.09 0.39
H -0.68 -0.07 0.38
H -0.05 0.52 -0.73
H 0.05 0.59 -0.25
H -0.31 -0.19 -0.04
H -0.01 -1.02 0.05

## Properties
* charge: +3
* multiplicity: 5
* LUMO level (spin up / spin down): -9.3 / -9.5 eV
* Kohn-Sham gap (spin up / spin down): 7.3 / 7.1 eV
* highest occupied orbital energy (spin up / spin down): -16.59 / -16.59 eV

Entry from OMol25: a structure of composition C17H20N4OPdS7 (ωB97M-V/def2-TZVPD).

Last column: Löwdin charge in e.
Element x y z (Å)
Pd 0.1870 -0.3125 -0.5295  0.643
C 2.9230 -3.5599 2.5460  -0.383
S 2.0676 -2.1842 3.3616  0.799
C 1.0817 -1.6891 1.9662  -1.078
S 1.8685 -0.5001 0.9803  0.614
N -0.0711 -2.2589 1.8189  -0.027
N -0.7063 -1.8203 0.6785  -0.180
C -1.9036 -2.1783 0.4330  -0.046
C -2.5320 -1.6480 -0.8014  -0.250
C -3.7773 -2.0547 -1.2470  -0.010
C -4.2635 -1.5098 -2.4314  -0.048
C -3.5015 -0.5849 -3.1232  -0.032
C -2.2613 -0.2244 -2.6059  -0.098
N -1.8112 -0.7469 -1.4850  0.010
H 3.5782 -3.9957 3.2978  0.032
H 3.5154 -3.1951 1.7104  0.036
H 2.2033 -4.3036 2.2140  0.039
H -2.4429 -2.8430 1.1023  0.134
H -4.3470 -2.7832 -0.6861  0.116
H -5.2310 -1.8132 -2.8087  0.112
H -3.8516 -0.1475 -4.0472  0.110
H -1.5916 0.4969 -3.0695  0.112
C 3.3153 1.8098 -2.7242  -0.376
S 3.8006 0.5526 -1.5063  0.766
C 3.5890 -0.9140 -2.4575  -0.970
C 2.5914 -1.8020 -2.4776  -1.042
S 1.0930 -2.0762 -1.6357  0.601
S 2.8419 -3.1874 -3.5553  0.874
C 4.4095 -2.7628 -4.1634  -1.522
S 5.2264 -3.6810 -5.2458  0.528
S 4.9720 -1.2835 -3.4845  0.902
H 3.5267 2.7730 -2.2613  0.034
H 2.2440 1.7167 -2.8948  0.001
H 3.9147 1.7053 -3.6267  0.030
C -0.5359 2.6031 3.7970  -0.033
C -1.3837 2.9391 2.5626  -0.585
C -2.8793 2.8520 2.8866  -0.040
C -1.0221 4.3247 2.0129  -0.034
C -1.0693 1.9425 1.5260  -0.093
N -0.7885 1.1651 0.7360  0.156
H -0.7477 3.3342 4.5781  0.092
H 0.5274 2.6421 3.5626  0.094
H -0.7734 1.6099 4.1778  0.092
H -3.1150 3.5870 3.6571  0.092
H -3.1426 1.8634 3.2621  0.090
H -3.4846 3.0688 2.0068  0.091
H -1.2407 5.0732 2.7754  0.092
H -1.6028 4.5561 1.1206  0.093
H 0.0364 4.3805 1.7620  0.095
O 0.5646 1.0641 -1.6642  -0.636

Cartesian forces, eV/Å:
Pd 0.03 -0.52 0.26
C -0.02 0.02 0.03
S 0.01 -0.04 0.02
C -0.02 0.07 -0.03
S -0.10 -0.06 0.04
N 0.02 -0.11 0.03
N -0.09 0.22 0.22
C 0.03 0.05 -0.19
C 0.08 -0.08 0.12
C -0.01 0.01 -0.01
C 0.02 -0.01 0.02
C -0.01 -0.02 0.00
C -0.01 0.06 -0.06
N -0.05 0.00 0.11
H 0.01 0.00 -0.01
H 0.00 0.00 -0.01
H 0.00 0.00 0.00
H 0.01 -0.05 -0.03
H -0.01 0.00 -0.01
H 0.00 0.00 0.00
H -0.01 0.00 0.00
H -0.02 -0.03 0.01
C 0.01 -0.11 0.10
S -0.13 0.00 -0.06
C 0.47 0.47 0.01
C -0.14 -0.53 -0.16
S -0.10 0.11 -0.10
S 0.00 0.16 0.03
C -0.03 0.05 0.05
S 0.00 0.00 0.00
S -0.06 -0.02 -0.03
H 0.03 -0.01 0.02
H 0.04 -0.05 -0.01
H -0.05 0.01 -0.03
C -0.03 0.04 0.00
C 0.02 0.00 -0.06
C 0.02 0.03 0.02
C -0.01 0.00 0.03
C 0.04 0.00 0.01
N -0.24 0.19 0.26
H 0.00 0.00 0.00
H 0.01 -0.01 0.00
H 0.01 -0.01 0.00
H 0.00 0.00 0.00
H -0.01 -0.01 -0.01
H -0.01 -0.01 0.00
H 0.00 0.00 0.00
H 0.00 0.00 -0.01
H 0.00 0.00 -0.01
O 0.27 0.20 -0.56

## Properties
* charge: 0
* LUMO level: -1.2 eV
* Kohn-Sham gap: 6.2 eV
* highest occupied orbital energy: -7.34 eV

The highest charge belongs to which entry? C27H28AsHoNO2

Look up the charge of the second one. +1

Among the records above, which one has the highest charge? C27H28AsHoNO2

Look up the charge of the fourth one. 0